Molecular formula: C51H62AsO12Si
Method: DFT, ωB97M-V with the def2-TZVPD basis set

Structure (XYZ):
```
127
Properties=species:S:1:pos:R:3:forces:R:3:mulliken_charge:R:1
As -2.033319 2.700878 0.793394 -0.349 0.709 0.106 -0.270
Si -3.182335 0.701137 0.417263 -0.203 -0.921 0.355 0.241
O 1.204941 5.288429 2.016714 1.361 0.319 -2.487 -0.274
O 14.905714 -4.141826 4.573558 -0.446 0.253 -0.615 -0.559
O 3.660109 5.008142 3.474079 0.563 -1.549 -3.208 -0.409
O -9.056063 -7.278707 4.515101 0.345 0.348 -0.600 -0.566
O -2.171187 3.768987 -7.257788 -0.087 -0.595 0.320 -0.578
O -11.156063 1.310613 -0.051889 0.167 0.290 -0.536 -0.571
O -2.724187 -0.514755 -4.157272 0.087 0.599 -0.582 -0.544
O -8.729329 3.748384 -4.106231 -0.462 -0.359 0.572 -0.555
O -7.726157 -0.354349 1.043254 -0.379 -0.502 -0.448 -0.610
O -6.629329 -4.840937 0.460759 -0.246 -0.986 0.950 -0.461
O 11.898138 -2.451462 0.527991 0.546 -0.255 0.576 -0.551
O -9.269991 -4.287040 -2.184744 0.076 0.380 0.397 -0.618
C -2.596436 0.470464 -4.871088 -0.057 -0.681 0.663 0.383
C -2.878226 1.529567 -7.064750 -0.148 -0.494 0.056 -0.392
C -3.016196 0.451967 -6.286246 -0.067 0.228 -0.481 -0.396
C -1.161388 4.514465 1.215967 1.509 2.096 0.209 -1.210
C 6.297781 -1.130753 0.583505 0.237 -0.313 0.678 -1.237
C -8.659802 -5.422944 1.505172 -0.395 -0.132 0.216 0.010
C -10.759802 3.166377 -3.061818 -0.459 -0.137 0.241 -0.420
C 5.411683 -0.046281 -0.222937 -1.724 0.884 -0.120 1.982
C -1.858668 -0.693641 0.165999 1.377 -0.912 -0.190 -0.733
C 2.395950 5.872405 1.347966 0.323 0.036 0.971 -0.325
C -7.025590 -6.696700 3.470688 0.385 0.131 -0.249 -0.429
C -6.416199 -6.084945 2.450530 0.027 -0.221 0.438 -0.421
C -8.497400 -6.717305 3.582774 -0.391 -0.407 0.696 0.317
C -8.516199 2.504375 -2.116461 0.013 -0.219 0.324 -0.374
C -1.879179 2.802265 -5.128814 0.028 -0.228 0.318 -0.450
C -9.125590 1.892620 -1.096302 0.329 0.082 -0.177 -0.358
C 3.125627 2.404744 2.693452 3.612 0.577 -2.550 -0.565
C -7.097672 -2.130972 -0.371237 -0.034 -0.052 -0.386 -0.407
C 8.833211 -0.097544 0.157019 0.929 -0.905 0.173 -0.994
C -2.017149 1.724665 -4.350310 0.164 0.415 -0.008 -0.163
C 4.976998 1.243488 0.747193 -0.856 2.878 2.220 -0.212
C 8.464154 -2.484961 1.193300 0.012 0.844 0.531 -1.181
C 7.820039 -1.405283 0.085736 1.128 -1.281 1.004 1.429
C 3.481450 6.184050 2.572955 -0.331 0.996 -0.809 -0.533
C -7.485085 -3.118813 -1.183891 0.235 0.585 -0.106 -0.363
C 13.611129 -1.967696 2.072005 0.347 0.082 0.326 -0.391
C 3.625544 1.158333 1.705001 1.664 3.206 0.527 -0.266
C 4.019130 3.810974 2.677314 1.150 -2.419 -1.981 0.424
C -9.269193 -6.034699 2.525330 -0.008 0.263 -0.419 -0.539
C 3.983274 -0.809634 -0.641555 1.324 -0.095 -0.365 -1.473
C -9.898476 -2.510417 -0.770253 -0.090 0.319 0.275 -0.538
C -9.287992 3.186982 -3.173904 0.586 0.391 -0.639 0.318
C 12.590764 -2.840330 1.458346 -0.503 0.289 -0.676 0.456
C -7.187992 -5.402338 1.393087 0.477 0.364 -0.603 0.521
C -8.081702 -1.259554 0.301160 0.600 0.366 0.392 0.514
C -2.298939 2.783768 -6.543971 0.136 0.736 -0.303 0.413
C -4.281380 0.238187 1.972752 -0.277 0.137 0.130 -0.661
C 5.360423 3.906876 1.737236 -1.685 -3.135 -0.051 -0.471
C -11.369193 2.554622 -2.041660 -0.054 0.264 -0.417 -0.430
C 6.022563 0.561325 -1.604580 -0.521 0.969 -0.782 -1.162
C 5.870816 2.655055 0.793460 -3.808 -0.064 2.660 -0.169
C 14.213087 -3.752958 3.643202 0.518 -0.293 0.712 0.353
C -4.314750 0.974312 -1.130173 -0.718 -0.612 -0.943 -0.160
C 14.365879 -2.392709 3.089867 -0.133 0.338 -0.324 -0.366
C -9.511063 -1.522576 0.042402 -0.500 -0.240 -0.107 -0.363
C -10.597400 1.872015 -0.984217 -0.154 -0.315 0.576 0.404
C 13.192722 -4.625592 3.029544 -0.346 -0.065 -0.335 -0.382
C 0.468808 4.502371 1.004068 -0.656 -0.459 -1.092 0.202
C 7.930470 -2.225511 -1.367909 -0.933 1.530 0.482 -1.088
C -8.914446 -3.381835 -1.442650 0.037 -0.407 -0.506 0.315
C 12.437973 -4.200579 2.011682 0.118 -0.345 0.308 -0.209
H -1.509625 2.093259 2.126775 0.574 -0.297 0.968 0.067
H 9.617878 -2.633707 0.976792 -2.531 0.137 0.305 0.126
H 6.278177 -0.252356 -2.437970 -0.361 1.644 2.114 0.218
H -3.714777 -0.531626 2.666998 -1.350 1.517 -1.371 0.259
H 2.854654 5.151677 0.514743 -0.907 1.351 2.041 0.305
H 9.928930 -0.558591 0.266969 -2.274 1.037 -0.330 0.243
H 6.860008 2.815034 0.186798 -2.223 -0.489 1.271 0.166
H 5.158649 1.222987 -2.096224 1.791 -1.410 1.144 0.346
H 8.677965 0.550102 1.138079 0.003 -1.236 -2.224 0.204
H -4.444210 1.261450 2.548025 0.107 -2.178 -1.014 0.266
H -1.456781 3.729887 -4.761507 -0.036 -0.031 -0.013 0.441
H 8.678327 -3.130019 -1.292199 -1.556 1.936 -0.297 0.292
H 0.741226 4.947276 -0.067819 -0.757 -0.910 2.127 0.220
H 6.923735 1.328669 -1.447437 -1.908 -2.031 -0.321 0.118
H -5.064866 0.062852 -1.190824 1.252 1.818 -0.149 -0.013
H -1.426387 4.848854 2.316283 0.620 -0.786 -2.060 0.280
H -9.211859 -4.918458 0.721243 0.014 -0.049 0.037 0.284
H 3.098563 7.084575 3.245692 0.614 -2.226 -1.273 0.326
H 8.857940 0.537958 -0.829228 -0.313 -1.097 2.080 0.248
H 8.240429 -1.411189 -2.158497 -0.373 -1.964 1.293 0.226
H -4.926176 1.973661 -0.992357 1.280 -1.917 -0.438 0.129
H -2.626037 3.266876 -0.546035 -0.177 0.517 -0.866 0.017
H -3.181649 1.533079 -8.104544 0.012 0.036 0.015 0.391
H 4.515805 6.558466 2.115296 -2.106 -1.007 0.906 0.198
H 7.891043 -3.505299 1.203792 1.076 1.883 -0.164 0.353
H 5.981346 4.920804 1.749248 -1.477 -2.529 -0.038 0.096
H 6.334178 -0.809861 1.732945 -0.009 -0.625 -2.524 0.328
H -7.437705 2.528212 -2.214090 0.006 0.002 0.002 0.547
H -6.053452 -1.925056 -0.170107 -0.014 0.007 0.029 0.634
H -5.337705 -6.061108 2.352900 -0.031 0.037 -0.029 0.430
H -3.655879 0.973168 -2.124148 -1.618 0.172 2.147 -0.172
H -0.784673 -0.212167 0.355873 -2.177 -0.868 -0.417 0.057
H 13.092229 -5.620251 3.447123 0.029 0.046 0.012 0.399
H 11.685612 -4.828077 1.549678 -0.004 0.050 -0.009 0.413
H -1.713726 1.721152 -3.310516 -0.017 0.015 0.044 0.497
H 2.928899 0.192828 1.738776 1.828 2.366 -0.224 0.098
H 4.297773 -1.577870 -1.491720 -0.815 1.420 1.811 0.335
H 0.907808 3.401527 1.000340 -0.977 2.019 0.146 -0.039
H 6.824138 -2.552147 -1.632508 2.422 0.303 0.405 0.215
H -0.759978 2.204886 0.063093 0.930 -0.314 -0.530 -0.031
H -3.438594 -0.475656 -6.653553 0.009 0.011 0.044 0.404
H -10.220634 -0.875181 0.543607 0.040 0.040 -0.024 0.665
H 3.200108 -0.062507 -1.092071 1.465 -1.480 1.136 0.318
H -12.447687 2.530785 -1.944030 0.017 -0.014 0.025 0.405
H -3.313302 3.209975 1.537779 -0.777 0.374 0.457 0.105
H 2.165229 2.280333 3.370094 2.237 0.433 -1.659 0.311
H -6.775514 -3.766208 -1.685097 -0.133 0.110 0.020 0.300
H -11.311859 3.670862 -3.845747 0.045 -0.004 0.007 0.398
H 8.375840 -2.018292 2.283860 0.160 -0.970 -2.212 0.317
H -1.625193 5.312202 0.474960 0.854 -1.507 1.456 0.198
H -5.298074 -0.181084 1.542311 1.895 0.783 1.362 -0.008
H -8.573533 1.388135 -0.312373 -0.013 0.065 0.031 0.613
H 13.711623 -0.973037 1.654425 -0.042 -0.039 -0.009 0.423
H -10.347687 -6.058536 2.622960 0.031 -0.011 0.028 0.429
H -1.948212 -1.578295 0.956205 0.074 1.660 -1.893 0.271
H 2.103774 6.877634 0.805911 0.589 -1.761 1.099 0.315
H -1.854888 -1.078512 -0.950571 0.043 0.439 2.277 0.197
H 5.722599 -2.170884 0.566409 1.247 2.098 -0.055 0.288
H -6.473533 -7.201186 4.254617 -0.053 0.010 -0.013 0.397
H 3.616856 -1.397657 0.301913 0.382 1.166 -1.992 0.385
H -10.942696 -2.716333 -0.971383 0.002 -0.011 -0.014 0.474
H 15.118240 -1.765211 3.551871 -0.014 -0.045 0.014 0.395
```
Positions in Å, forces in eV/Å.

Properties
- Total charge: -1
- Multiplicity: 1
- HOMO-LUMO gap: 2.137 eV
- Energy: -5407.83096 Ha
- E_HOMO: -2.96 eV